Here is a cluster of 2 separate species, C3H9ClNP in total in a non-equilibrium geometry from the OMol25 dataset. Energies are from the ωB97M-V functional and the def2-TZVPD basis.

Properties
Electronic energy in Eh: -975.9438
SMILES: [H]/N=P/C(C)C.Cl
Energy above the lowest of the compared OMol25 structures with the same formula, charge and spin in kcal per mole: 67.1
Gap between HOMO and LUMO in eV: 8.98
HOMO in eV: -9.17

The geometry in ORCA input format:
```
! RIJCOSX wB97M-V def2-TZVPD def2/J DEFGRID3
* xyz 0 1
H 1.93 -2.81 -0.51
C -0.21 0.08 0.09
Cl 4.71 -0.25 -0.02
N 1.56 -1.85 -0.37
H -1.42 1.37 -1.53
C -1.08 0.48 1.28
H -1.73 -0.52 -1.23
H 0.69 0.70 0.33
H 4.20 -1.13 -0.73
H -0.40 0.62 2.11
H -0.30 -0.13 -2.05
H -1.87 -0.20 1.57
P 0.09 -1.76 0.15
H -1.48 1.38 1.04
C -1.02 0.35 -1.27
*
```


Here is a cluster of 2 separate species, C13H29N4O2 in total in a non-equilibrium geometry from the OMol25 dataset. Energies are from the ωB97M-V functional and the def2-TZVPD basis.

Properties
Electronic energy in Eh: -881.9179
Gap between HOMO and LUMO in eV: 5.89
HOMO in eV: -10.16

The geometry in ORCA input format:
```
! RIJCOSX wB97M-V def2-TZVPD def2/J DEFGRID3
* xyz 1 1
H 1.65 -1.04 2.15
C -4.79 -1.22 -1.95
C -0.45 -1.33 -1.57
H 4.45 -2.84 2.47
N 3.52 -0.03 2.02
C 1.72 0.50 3.64
H 2.06 -0.15 4.44
H -0.38 -1.05 -0.53
N -3.60 1.57 -2.14
H 4.94 -0.07 0.50
H -4.58 1.51 -0.26
C -0.12 1.00 -2.38
C 4.05 -2.20 3.26
H 4.24 -0.19 3.95
H -3.83 -1.16 -1.42
H 2.14 1.49 3.79
H -3.76 1.34 -3.12
C -5.93 0.83 -1.77
N -2.12 2.05 -0.45
H 4.53 -2.51 4.19
H 3.37 0.51 0.04
H 2.50 -1.92 0.24
H 1.63 0.60 1.51
H 0.18 1.24 -1.36
H -6.10 0.91 -2.84
H 0.16 -0.87 -3.53
C 3.87 -0.26 0.63
H 2.99 -2.41 3.36
H 4.19 -2.41 0.36
H 0.64 1.44 -3.02
H -1.44 1.45 -0.01
H -5.12 2.76 -1.38
O -5.81 -0.51 -1.34
H -0.74 -2.34 -1.83
H 5.39 -0.60 2.72
C -4.79 1.73 -1.30
H -6.82 1.21 -1.28
O -4.94 -1.89 -2.94
H -1.90 3.03 -0.32
C -0.14 -0.49 -2.56
C 2.10 -0.04 2.27
H 3.63 -1.57 -1.07
H -1.31 2.41 -3.33
H 0.63 0.57 3.72
C -2.37 1.73 -1.78
N -1.42 1.57 -2.78
C 4.34 -0.72 3.00
C 3.52 -1.62 0.02
*
```